{
  "formula": "C5H2N",
  "method": "ωB97M-V/def2-TZVPD",
  "elements": ["C", "C", "C", "C", "C", "N", "H", "H"],
  "xyz": [[2.860, 0.403, 0.194], [1.622, 0.714, 0.129], [3.715, -0.470, 0.055], [0.355, 0.808, -0.120], [0.694, -0.569, -0.089], [1.211, -1.548, -0.043], [-0.432, 1.491, -0.491], [3.516, -1.589, -0.336]],
  "forces_ev_per_angstrom": [[6.52, -0.56, 0.39], [-3.20, 3.05, -0.14], [-2.67, -1.84, -1.02], [0.81, 1.36, -0.16], [-6.14, 3.62, -0.86], [2.34, -7.23, 0.25], [0.34, -0.78, 0.50], [2.00, 2.39, 1.05]],
  "lowdin_charge": [-0.025, 0.004, 0.303, 0.226, -0.235, 0.358, 0.189, 0.180],
  "charge": 1,
  "orbital_gap_ev": 8.18,
  "e_tot_ev": -6690.2928,
  "homo_energy_ev": -16.38,
  "de_lowest_kj_mol": 236.8
}